{"formula": "C60H70ClN10", "method": "the ωB97M-V functional and the def2-TZVPD basis", "elements": ["C", "N", "C", "C", "C", "C", "C", "C", "C", "C", "N", "C", "C", "C", "H", "H", "H", "H", "H", "H", "H", "H", "H", "H", "H", "H", "H", "H", "C", "N", "C", "C", "C", "C", "C", "C", "C", "C", "N", "C", "C", "C", "H", "H", "H", "H", "H", "H", "H", "H", "H", "H", "H", "H", "H", "H", "C", "N", "C", "C", "C", "C", "C", "C", "C", "C", "N", "C", "C", "C", "H", "H", "H", "H", "H", "H", "H", "H", "H", "H", "H", "H", "H", "H", "C", "N", "C", "C", "C", "C", "C", "C", "C", "C", "N", "C", "C", "C", "H", "H", "H", "H", "H", "H", "H", "H", "H", "H", "H", "H", "H", "H", "C", "N", "C", "C", "C", "C", "C", "C", "C", "C", "N", "C", "C", "C", "H", "H", "H", "H", "H", "H", "H", "H", "H", "H", "H", "H", "H", "H", "Cl"], "positions_angstrom": [[1.596, 0.738, -2.203], [3.016, 0.508, -1.914], [3.412, 0.467, -0.606], [4.764, 0.286, -0.337], [5.736, 0.304, -1.355], [5.278, 0.414, -2.644], [3.914, 0.512, -2.925], [7.205, 0.140, -1.120], [7.665, -0.834, -0.231], [9.021, -0.930, 0.004], [9.913, -0.147, -0.674], [9.494, 0.754, -1.578], [8.142, 0.941, -1.747], [11.322, -0.284, -0.353], [1.157, 1.365, -1.435], [1.056, -0.172, -2.464], [1.575, 1.200, -3.193], [2.648, 0.537, 0.167], [5.066, 0.159, 0.693], [5.898, 0.411, -3.531], [3.528, 0.665, -3.923], [6.955, -1.371, 0.382], [9.462, -1.668, 0.658], [10.311, 1.355, -1.958], [7.838, 1.696, -2.461], [11.590, -1.165, 0.229], [11.746, 0.621, 0.082], [11.962, -0.455, -1.224], [0.861, -1.613, 7.811], [1.732, -0.814, 6.910], [2.843, -0.243, 7.383], [3.634, 0.569, 6.572], [3.232, 0.891, 5.275], [2.080, 0.254, 4.786], [1.394, -0.630, 5.606], [4.092, 1.740, 4.388], [5.407, 1.392, 4.130], [6.127, 2.065, 3.158], [5.667, 3.220, 2.607], [4.383, 3.526, 2.814], [3.559, 2.820, 3.657], [6.464, 4.045, 1.684], [0.249, -2.236, 7.163], [0.242, -0.947, 8.408], [1.539, -2.213, 8.414], [3.137, -0.528, 8.384], [4.643, 0.816, 6.877], [1.670, 0.408, 3.779], [0.403, -0.952, 5.322], [5.812, 0.556, 4.684], [7.189, 1.920, 3.015], [3.952, 4.373, 2.298], [2.533, 3.127, 3.792], [6.341, 3.796, 0.629], [7.501, 3.960, 2.002], [6.209, 5.105, 1.659], [3.941, -9.109, -5.540], [3.035, -8.093, -4.920], [3.043, -7.902, -3.574], [2.376, -6.811, -3.069], [1.580, -5.974, -3.851], [1.557, -6.232, -5.200], [2.288, -7.298, -5.744], [0.768, -4.885, -3.214], [1.380, -4.026, -2.284], [0.626, -2.980, -1.774], [-0.701, -2.833, -2.104], [-1.256, -3.631, -3.063], [-0.535, -4.675, -3.635], [-1.541, -1.835, -1.420], [3.372, -9.671, -6.280], [4.292, -9.808, -4.785], [4.672, -8.466, -6.026], [3.672, -8.496, -2.927], [2.401, -6.545, -2.021], [1.032, -5.619, -5.922], [2.246, -7.600, -6.781], [2.351, -4.216, -1.851], [0.993, -2.374, -0.956], [-2.307, -3.489, -3.268], [-1.067, -5.263, -4.370], [-1.381, -0.812, -1.753], [-1.271, -1.968, -0.372], [-2.585, -2.123, -1.526], [-11.815, 0.929, 0.801], [-10.472, 0.389, 1.117], [-10.260, -0.235, 2.260], [-8.992, -0.626, 2.669], [-7.905, -0.230, 1.888], [-8.108, 0.464, 0.668], [-9.429, 0.737, 0.307], [-6.536, -0.411, 2.433], [-6.225, 0.180, 3.673], [-4.913, 0.384, 4.020], [-3.925, -0.141, 3.291], [-4.214, -0.823, 2.145], [-5.504, -0.970, 1.686], [-2.502, -0.164, 3.759], [-11.860, 1.966, 1.139], [-12.488, 0.359, 1.438], [-12.052, 0.917, -0.260], [-11.114, -0.309, 2.922], [-8.847, -1.033, 3.660], [-7.270, 0.784, 0.068], [-9.657, 1.348, -0.552], [-7.049, 0.604, 4.230], [-4.620, 0.979, 4.875], [-3.349, -1.188, 1.609], [-5.618, -1.464, 0.732], [-1.745, 0.321, 3.112], [-2.225, -1.213, 3.834], [-2.438, 0.349, 4.717], [-8.026, 4.455, -5.339], [-6.905, 4.193, -4.394], [-6.180, 3.055, -4.543], [-5.088, 2.916, -3.709], [-4.662, 3.915, -2.809], [-5.495, 5.031, -2.700], [-6.574, 5.186, -3.561], [-3.528, 3.814, -1.792], [-2.917, 4.978, -1.340], [-1.845, 4.834, -0.449], [-1.428, 3.652, 0.031], [-2.088, 2.557, -0.354], [-3.088, 2.546, -1.309], [-0.202, 3.612, 0.817], [-8.932, 4.273, -4.765], [-7.910, 3.874, -6.251], [-7.984, 5.489, -5.681], [-6.594, 2.333, -5.232], [-4.511, 2.001, -3.679], [-5.341, 5.785, -1.941], [-7.180, 6.082, -3.542], [-3.299, 5.969, -1.536], [-1.389, 5.745, -0.084], [-1.825, 1.608, 0.137], [-3.549, 1.650, -1.693], [0.449, 2.872, 0.354], [-0.417, 3.330, 1.845], [0.328, 4.560, 0.761], [0.171, 0.066, 1.197]], "forces_ev_per_a": [[0.04, 0.15, -1.70], [0.28, 0.51, 0.72], [1.06, -0.63, -0.85], [-0.17, 0.26, 0.17], [0.03, -0.33, 0.24], [-1.16, 0.15, -1.53], [0.37, 0.04, 1.10], [0.02, -0.24, 0.69], [-0.03, 0.85, 0.37], [0.50, 0.01, -0.74], [-1.12, -1.01, 0.54], [0.61, -0.14, 1.39], [-0.32, 0.40, -1.35], [2.33, -0.18, -0.40], [-0.18, -0.32, -0.02], [0.08, -0.32, 0.99], [-0.06, 0.70, 0.30], [-0.09, -0.17, -0.21], [-0.02, 0.13, 0.07], [0.39, 0.03, 0.22], [0.03, -0.18, -0.06], [0.21, -0.48, -0.15], [-0.05, 0.09, 0.17], [-0.33, 0.16, -0.58], [-0.01, 0.10, 0.05], [-0.72, 0.15, 0.47], [-0.42, 0.02, 0.33], [-0.58, 0.20, -0.54], [0.33, -0.17, -0.38], [-0.07, 0.57, -0.95], [0.62, -0.20, -0.21], [0.18, -0.41, -0.48], [0.07, -0.59, 0.25], [-0.20, -0.06, 0.02], [-0.42, 1.44, 0.65], [-1.06, 0.32, -0.69], [-0.02, -0.32, -0.28], [1.07, 1.44, 1.09], [-1.14, -0.88, -0.36], [-1.01, 0.65, 0.04], [0.41, -0.78, 0.67], [0.95, 0.43, -0.40], [-0.02, -0.15, 0.28], [0.13, -0.02, 0.08], [-0.36, -0.11, 0.20], [0.01, 0.19, 0.11], [-0.22, 0.43, 0.55], [0.32, -0.02, 0.35], [0.22, -0.62, -0.08], [0.45, 0.00, -0.28], [-0.03, -0.42, -0.15], [0.45, 0.21, -0.07], [0.01, 0.09, -0.03], [-0.01, -0.79, 0.19], [0.03, 0.06, -0.24], [-0.31, -0.07, 0.90], [-0.68, 0.30, -0.29], [-0.75, 0.20, 0.31], [0.22, 1.03, -0.85], [-0.70, 0.62, 0.73], [0.21, -0.53, 0.39], [0.16, -0.51, -1.55], [0.12, -0.37, 1.72], [1.25, -0.40, -0.98], [-1.47, 0.44, 0.27], [-0.77, -0.89, 0.28], [0.64, -0.52, -1.45], [0.71, -0.22, 0.84], [-0.64, 1.16, 0.44], [0.10, -0.69, 0.78], [0.05, 0.05, -0.05], [0.31, 0.27, -0.02], [0.54, -0.69, 0.02], [0.00, -0.39, -0.33], [0.27, -0.66, 0.19], [-0.22, 0.01, 0.11], [0.16, 0.24, -0.11], [0.18, 0.08, -0.34], [-0.14, 0.28, -0.08], [0.03, 0.15, -0.10], [0.29, -0.30, -0.02], [0.23, -0.14, -0.07], [-0.13, 0.63, 0.08], [0.08, 0.02, -0.22], [-0.45, 0.23, 0.82], [1.16, 1.05, -1.45], [-0.11, -0.38, 0.99], [0.25, 1.04, -0.48], [-0.42, -0.29, 0.03], [-1.26, -0.77, 0.83], [0.79, -0.11, 0.66], [0.14, 0.46, 0.17], [-0.62, 0.13, -1.15], [0.06, -0.07, 0.67], [0.55, -0.59, -1.09], [0.14, 0.32, 0.52], [0.90, 0.30, 0.02], [0.22, 0.39, 0.07], [0.14, 0.01, 0.03], [-0.43, 0.02, -0.55], [0.09, -0.49, 0.06], [-0.08, -0.40, -0.08], [-0.16, -0.31, -0.09], [-0.13, 0.10, -0.10], [-0.24, -0.21, -0.12], [0.27, 0.16, 0.33], [-0.08, -0.17, 0.16], [-0.02, -0.16, 0.06], [-0.39, -0.03, 0.05], [-0.92, -0.17, -0.31], [-0.01, 0.04, 0.28], [-0.23, -0.28, 0.12], [-0.20, 0.28, -0.08], [0.36, 0.58, -1.49], [-0.18, 1.11, 1.46], [1.21, -0.50, 0.57], [-1.19, 0.35, 0.71], [0.14, 0.05, -0.28], [0.47, -0.63, 0.66], [-0.56, -0.91, -1.34], [0.49, -1.06, 1.23], [-0.99, 1.14, -0.41], [-0.70, 1.43, -1.06], [-0.44, -2.44, -0.03], [0.18, 2.25, 0.02], [0.70, -0.51, 0.27], [-0.23, -0.08, -0.49], [-0.18, -0.41, 0.31], [-0.02, 0.09, 0.33], [0.33, -0.13, -0.06], [-0.13, -0.14, -0.61], [0.02, 0.16, -0.17], [-0.18, -0.08, -0.15], [0.33, 0.05, -0.35], [0.40, -0.19, 0.09], [0.46, 0.52, -0.23], [0.08, -0.18, 0.39], [-0.11, -0.20, 0.29], [0.05, 0.01, -0.06], [-0.43, 0.17, 0.08], [0.05, 0.15, -0.21]], "lowdin_charge": [0.01, -0.08, 0.01, 0.04, -0.12, 0.06, 0.05, -0.14, 0.05, 0.05, -0.06, 0.06, 0.05, 0.04, 0.07, 0.09, 0.11, 0.06, 0.12, 0.15, 0.16, 0.13, 0.16, 0.18, 0.15, 0.12, 0.13, 0.14, 0.07, -0.07, 0.06, 0.08, -0.12, 0.03, 0.02, -0.11, 0.06, 0.03, -0.06, 0.00, 0.06, 0.05, 0.11, 0.13, 0.13, 0.17, 0.15, 0.08, 0.13, 0.15, 0.16, 0.16, 0.14, 0.10, 0.12, 0.13, 0.08, -0.06, 0.05, 0.04, -0.14, 0.05, 0.07, -0.10, 0.06, 0.00, -0.08, 0.05, 0.08, -0.01, 0.13, 0.12, 0.13, 0.16, 0.13, 0.14, 0.17, 0.13, 0.12, 0.15, 0.15, 0.08, 0.06, 0.10, 0.07, -0.06, 0.05, 0.08, -0.13, 0.05, 0.04, -0.11, 0.08, 0.03, -0.07, 0.00, 0.05, 0.01, 0.13, 0.12, 0.12, 0.17, 0.15, 0.12, 0.15, 0.15, 0.16, 0.13, 0.14, 0.02, 0.11, 0.10, 0.07, -0.07, 0.05, 0.04, -0.10, 0.05, 0.05, -0.09, 0.07, 0.05, -0.08, -0.04, 0.05, 0.00, 0.13, 0.12, 0.13, 0.16, 0.12, 0.13, 0.17, 0.14, 0.16, 0.08, 0.11, 0.05, 0.11, 0.11, -0.29], "spin_multiplicity": 1, "e_above_lowest_kj_mol": 643.4, "charge": 9, "orbital_gap_ev": 7.91, "largest_force_ha_per_bohr": 0.048}